## P
The molecule C12H21N7O3. Source: the Open Molecules 2025 dataset; level of theory: ωB97M-V/def2-TZVPD.

Cartesian coordinates (Å):
H (-4.409, 0.747, -0.256)
N (-3.930, 0.717, -1.133)
C (-2.710, 0.980, -1.104)
N (-1.925, 1.016, -2.285)
N (-1.940, 1.284, 0.066)
C (-1.535, 0.488, 1.210)
C (-2.344, -0.807, 1.347)
C (-2.134, -1.925, 0.329)
C (-0.732, -2.508, 0.283)
N (-0.136, -2.617, 1.580)
C (0.127, -1.699, -0.627)
O (-0.315, -1.387, -1.729)
N (1.333, -1.250, -0.178)
C (2.340, -0.715, -1.067)
C (2.003, 0.715, -1.498)
C (1.705, 1.570, -0.368)
C (1.218, 2.888, -0.477)
N (1.198, 3.404, 0.780)
C (1.670, 2.419, 1.600)
N (2.068, 1.382, 0.891)
C (3.797, -0.926, -0.613)
O (4.636, -1.482, -1.261)
O (4.037, -0.579, 0.676)
H (-2.250, 0.287, -2.914)
H (-0.920, 0.919, -2.026)
H (-1.272, 2.084, -0.041)
H (-1.554, 1.008, 2.128)
H (-0.470, 0.348, 1.058)
H (-3.423, -0.480, 1.395)
H (-2.095, -1.157, 2.354)
H (-2.509, -1.586, -0.670)
H (-2.796, -2.748, 0.601)
H (-0.814, -3.453, -0.241)
H (0.518, -3.420, 1.687)
H (-0.756, -2.535, 2.387)
H (1.483, -1.654, 0.784)
H (2.365, -1.408, -1.925)
H (2.746, 1.200, -2.114)
H (1.055, 0.694, -2.013)
H (0.861, 3.443, -1.366)
H (0.738, 4.246, 0.994)
H (1.751, 2.550, 2.676)
H (3.325, -0.056, 1.081)

SMILES   [H]/N=C(/N)NCCC[C@H](N)C(=O)N[C@@H](Cc1c[nH]cn1)C(=O)O
E_LUMO   0.37 eV
E_HOMO   -0.316 hartree

---

## Q
The molecule C12H21N7O3. Source: the Open Molecules 2025 dataset; level of theory: ωB97M-V/def2-TZVPD.

Cartesian coordinates (Å):
H (-6.874, -1.739, 0.614)
N (-6.518, -0.913, 0.080)
C (-5.241, -0.845, 0.079)
N (-4.361, -1.711, 0.672)
N (-4.776, 0.203, -0.765)
C (-3.619, 0.756, -1.288)
C (-2.899, 1.591, -0.312)
C (-1.892, 1.241, 0.886)
C (-0.611, 0.527, 0.420)
N (0.181, 1.230, -0.510)
C (1.445, 1.672, -0.395)
O (1.751, 2.577, -1.157)
C (2.606, 1.144, 0.390)
N (2.626, 1.379, 1.842)
C (2.880, -0.404, 0.331)
C (4.283, -0.737, -0.082)
C (4.802, -1.533, -1.029)
N (6.184, -1.530, -0.936)
C (6.636, -0.631, 0.105)
N (5.469, -0.191, 0.617)
C (-0.970, -0.836, 0.085)
O (-1.530, -1.485, 0.994)
O (-0.645, -1.334, -1.140)
H (-3.316, -1.633, 1.013)
H (-4.952, -2.390, 1.223)
H (-5.416, 0.130, -1.521)
H (-2.873, -0.104, -1.465)
H (-3.837, 1.323, -2.294)
H (-2.231, 2.241, -0.932)
H (-3.515, 2.284, 0.248)
H (-1.680, 2.306, 1.337)
H (-2.517, 0.544, 1.531)
H (-0.084, 0.525, 1.415)
H (-0.096, 1.430, -1.429)
H (3.465, 1.651, 0.155)
H (2.186, 0.534, 2.273)
H (3.542, 1.156, 2.069)
H (2.767, -0.852, 1.393)
H (2.215, -0.893, -0.336)
H (4.266, -2.171, -1.677)
H (6.635, -2.308, -1.519)
H (7.604, -0.014, 0.162)
H (-1.092, -2.191, -1.148)

SMILES   [H]/N=C(\N)NCCC[C@H](NC(=O)[C@@H](N)Cc1c[nH]cn1)C(=O)O
E_LUMO   0.25 eV
E_HOMO   -0.308 hartree

---

The computed energies, referenced to the most stable structure and given in eV, are P 0.000; Q 4.069.

---

## P
A cluster of 4 separate species, C2H11NO4 in total. Source: the Open Molecules 2025 dataset; level of theory: ωB97M-V/def2-TZVPD.

Cartesian coordinates (Å):
C (1.829, -0.024, 0.096)
C (1.247, -1.395, 0.444)
N (2.169, -2.397, 0.413)
O (0.050, -1.566, 0.503)
H (2.209, 0.465, 0.992)
H (2.667, -0.140, -0.589)
H (1.055, 0.602, -0.337)
H (3.144, -2.199, 0.560)
H (1.951, -3.383, 0.345)
O (-2.350, 3.954, 2.681)
H (-2.011, 4.261, 3.523)
H (-1.663, 3.806, 2.019)
O (0.083, -4.349, -0.424)
H (0.082, -3.806, -1.222)
H (-0.734, -4.116, 0.028)
O (-3.110, 3.787, -2.939)
H (-2.684, 3.100, -3.467)
H (-3.933, 3.400, -2.625)

SMILES   CC(N)=O.O.O.O
E_LUMO   0.58 eV
E_HOMO   -0.359 hartree

---

## Q
A cluster of 4 separate species, C2H11NO4 in total. Source: the Open Molecules 2025 dataset; level of theory: ωB97M-V/def2-TZVPD.

Cartesian coordinates (Å):
C (-1.161, -1.243, 0.919)
N (-1.002, -0.025, 0.081)
C (-1.493, 1.156, 0.515)
O (-1.021, 2.235, 0.178)
H (-2.240, -1.423, 1.024)
H (-0.868, -2.060, 0.268)
H (-0.765, -1.047, 1.907)
H (-0.664, -0.118, -0.860)
H (-2.096, 1.102, 1.435)
O (2.101, -0.233, -0.824)
H (1.471, -0.595, -1.461)
H (2.808, 0.012, -1.435)
O (-1.024, 1.452, -2.484)
H (-1.966, 1.577, -2.381)
H (-0.701, 2.082, -1.816)
O (2.674, -1.175, 1.901)
H (3.575, -0.855, 1.987)
H (2.373, -0.842, 1.046)

SMILES   CNC=O.O.O.O
E_LUMO   0.45 eV
E_HOMO   -0.357 hartree

---

## R
A cluster of 4 separate species, C2H11NO4 in total. Source: the Open Molecules 2025 dataset; level of theory: ωB97M-V/def2-TZVPD.

Cartesian coordinates (Å):
C (-0.477, -1.834, 1.557)
N (-0.402, -0.471, 1.019)
C (0.171, 0.517, 1.724)
O (-0.047, 1.714, 1.778)
H (-0.515, -2.496, 0.698)
H (0.438, -1.966, 2.114)
H (-1.445, -1.956, 2.037)
H (-0.955, -0.209, 0.215)
H (0.929, 0.109, 2.422)
O (-0.374, 0.295, -2.289)
H (0.100, 1.139, -2.388)
H (-1.031, 0.292, -2.989)
O (0.903, 2.476, -1.019)
H (0.584, 1.999, -0.229)
H (0.683, 3.394, -0.787)
O (0.246, -2.560, -1.551)
H (0.272, -1.773, -2.102)
H (-0.425, -3.086, -1.998)

SMILES   CNC=O.O.O.O
E_LUMO   0.59 eV
E_HOMO   -0.358 hartree

---

The computed energies, referenced to the most stable structure and given in eV, are P 0.000; Q 0.606; R 0.097.

---

## P
The molecule C3H7NO3. Source: the Open Molecules 2025 dataset; level of theory: ωB97M-V/def2-TZVPD.

Cartesian coordinates (Å):
N (0.909, 1.288, -0.430)
C (-0.166, 0.304, -0.226)
C (-0.131, -0.345, 1.150)
O (-0.613, 0.530, 2.158)
C (-0.145, -0.670, -1.393)
O (0.075, -0.291, -2.510)
O (-0.423, -1.948, -1.101)
H (1.090, 1.696, 0.482)
H (0.561, 2.044, -1.011)
H (-1.131, 0.825, -0.283)
H (-0.821, -1.170, 1.102)
H (0.846, -0.773, 1.380)
H (0.131, 0.998, 2.555)
H (-0.183, -2.488, -1.873)

SMILES   N[C@H](CO)C(=O)O
E_LUMO   0.64 eV
E_HOMO   -0.363 hartree

---

## Q
The molecule C3H7NO3. Source: the Open Molecules 2025 dataset; level of theory: ωB97M-V/def2-TZVPD.

Cartesian coordinates (Å):
N (-1.119, -0.054, 1.005)
C (-0.323, -0.408, -0.138)
C (-0.457, 0.468, -1.317)
O (-0.415, 1.766, -0.871)
C (1.096, -0.874, 0.217)
O (1.907, -1.294, -0.529)
O (1.458, -0.361, 1.422)
H (-0.753, 0.857, 1.401)
H (-1.055, -0.731, 1.724)
H (-0.698, -1.344, -0.582)
H (0.366, 0.317, -2.002)
H (-1.406, 0.137, -1.753)
H (-1.007, 1.885, -0.102)
H (2.406, -0.365, 1.523)

SMILES   N[C@@H](CO)C(=O)O
E_LUMO   0.60 eV
E_HOMO   -0.355 hartree

---

## R
A structure of composition C3H7NO3. Source: the Open Molecules 2025 dataset; level of theory: ωB97M-V/def2-TZVPD.

Cartesian coordinates (Å):
C (-0.856, 0.062, -0.417)
C (-1.057, -0.871, 0.760)
N (0.486, 0.015, -1.026)
C (1.984, 0.238, 0.256)
O (1.554, 1.039, 1.037)
O (-0.847, 1.463, -0.113)
O (2.868, -0.420, -0.141)
H (-0.099, 1.551, 0.566)
H (0.304, 1.117, -1.303)
H (0.646, -0.809, -1.593)
H (-1.643, -0.074, -1.169)
H (-2.027, -0.674, 1.214)
H (-1.025, -1.903, 0.415)
H (-0.287, -0.733, 1.515)

E_LUMO   0.65 eV
E_HOMO   -0.384 hartree

---

## S
The molecule C3H7NO3. Source: the Open Molecules 2025 dataset; level of theory: ωB97M-V/def2-TZVPD.

Cartesian coordinates (Å):
N (-0.628, 1.381, 0.831)
C (0.150, 0.372, 0.034)
C (-0.341, 0.224, -1.426)
O (0.340, 1.260, -2.254)
C (0.333, -0.960, 0.821)
O (0.955, -1.878, 0.344)
O (-0.456, -0.978, 1.981)
H (-1.502, 1.576, 0.440)
H (-0.210, 2.258, 1.125)
H (1.114, 0.924, -0.273)
H (-0.138, -0.817, -1.744)
H (-1.448, 0.326, -1.651)
H (0.046, 1.312, -3.124)
H (-1.033, -0.300, 2.280)

SMILES   N[C@H](CO)C(=O)O
E_LUMO   0.72 eV
E_HOMO   -0.363 hartree

---

The computed energies, referenced to the most stable structure and given in eV, are P 0.000; Q 0.498; R 0.572; S 1.037.

---

## P
A structure of composition C3H7NO3. Source: the Open Molecules 2025 dataset; level of theory: ωB97M-V/def2-TZVPD.

Cartesian coordinates (Å):
C (0.381, -0.103, 0.149)
C (-0.542, -1.237, 0.480)
C (-0.194, 1.388, 1.209)
N (0.562, 0.013, -2.319)
O (0.006, 0.911, -0.624)
O (0.399, 0.157, -3.506)
O (1.024, -1.010, -1.794)
H (1.439, -0.203, 0.388)
H (-1.520, -1.069, 0.030)
H (-0.662, -1.337, 1.561)
H (-0.127, -2.168, 0.095)
H (0.328, 0.972, 2.069)
H (0.175, 2.379, 0.979)
H (-1.269, 1.307, 1.284)

E_LUMO (alpha / beta)   -0.44 / -0.45 eV
E_HOMO (alpha / beta)   -0.310 / -0.310 hartree

---

## Q
A cluster of 2 separate species, C3H7NO3 in total. Source: the Open Molecules 2025 dataset; level of theory: ωB97M-V/def2-TZVPD.

Cartesian coordinates (Å):
N (-0.170, -0.716, -0.745)
C (0.182, 0.693, -0.641)
C (-0.064, 1.462, -1.909)
O (-0.377, 0.949, -2.942)
H (0.466, -1.192, -1.376)
H (-1.104, -0.815, -1.134)
H (1.223, 0.788, -0.335)
H (-0.376, 1.168, 0.168)
H (0.046, 2.564, -1.842)
O (0.422, 0.291, 2.448)
C (0.093, -0.868, 2.559)
O (-0.149, -1.704, 1.589)
H (-0.018, -1.327, 3.562)
H (-0.174, -1.293, 0.600)

SMILES   NCC=O.O=CO
E_LUMO   0.60 eV
E_HOMO   -0.369 hartree

---

The computed energies, referenced to the most stable structure and given in eV, are P 7.112; Q 0.000.